Molecular formula: C18H19ClF6N2O6
Method: DFT, the ωB97M-V functional and the def2-TZVPD basis

Calculated values
Max |F| in eV/A: 0.74
Calculated total energy in a.u.: -2317.74524
Multiplicity: 1
SMILES string: CCOC(=O)[C@](NC(=O)CCl)(Nc1ccc([C@@](O)(C(=O)OCC)C(F)(F)F)cc1)C(F)(F)F
Frontier orbital gap in Ha: 0.32638

Last column: Löwdin charge in e.
Positions of all 52 atoms, in Å:
C  -2.4011  -2.2591  -3.1179  -0.049
C  -3.1206  -2.8218  -1.9027  -0.176
O  -2.7436  -2.0890  -0.7262  0.019
C  -3.5246  -1.1085  -0.3517  -0.458
O  -4.6018  -0.8193  -0.7875  0.154
C  -2.9451  -0.3920  0.9227  -0.238
N  -2.6624  0.9997  0.6157  0.157
C  -2.4513  1.4731  -0.6319  -0.525
O  -2.4664  0.7857  -1.6248  0.081
C  -2.2142  2.9724  -0.7133  -0.442
Cl  -1.3747  3.6225  0.7129  0.621
N  -1.8518  -1.0812  1.5444  0.120
C  -0.5182  -1.0086  1.1530  -0.220
C  -0.1153  -0.7398  -0.1522  0.007
C  1.2279  -0.6990  -0.4640  0.011
C  2.2011  -0.9288  0.5026  -0.133
C  3.6458  -0.8099  0.0569  -0.293
O  3.9019  -1.6114  -1.0580  0.064
C  3.8951  0.6668  -0.3340  -0.434
O  4.3061  0.9427  -1.4316  0.144
O  3.5890  1.4984  0.6311  0.038
C  3.7002  2.9030  0.3546  -0.180
C  2.4342  3.4173  -0.3122  -0.056
C  4.6796  -1.1825  1.1389  -0.562
F  4.5511  -2.4380  1.5704  0.172
F  4.6402  -0.3946  2.2245  0.156
F  5.9222  -1.0684  0.6453  0.163
C  1.8030  -1.2178  1.7996  -0.005
C  0.4595  -1.2543  2.1163  -0.001
C  -4.1025  -0.3841  1.9488  -0.571
F  -3.6770  0.1207  3.1260  0.144
F  -5.1279  0.3691  1.5762  0.183
F  -4.5548  -1.6108  2.2070  0.183
H  -2.7225  -2.7890  -4.0095  0.080
H  -1.3262  -2.3715  -3.0033  0.078
H  -2.6356  -1.2027  -3.2239  0.071
H  -2.8255  -3.8538  -1.7036  0.128
H  -4.2054  -2.7545  -2.0252  0.123
H  -2.5506  1.6354  1.3975  0.106
H  -1.6135  3.1911  -1.5962  0.088
H  -3.1785  3.4790  -0.7922  0.093
H  -1.9561  -1.2402  2.5371  0.136
H  -0.8385  -0.5731  -0.9299  0.089
H  1.5290  -0.4950  -1.4805  0.131
H  4.3299  -1.0580  -1.7372  0.114
H  4.5715  3.0707  -0.2855  0.126
H  3.8541  3.3666  1.3298  0.129
H  2.5083  4.4920  -0.4501  0.082
H  1.5693  3.1955  0.3079  0.046
H  2.3042  2.9456  -1.2834  0.080
H  2.5202  -1.4115  2.5792  0.113
H  0.1622  -1.4791  3.1303  0.114